{
  "formula": "C5H12NO",
  "method": "ωB97M-V/def2-TZVPD",
  "energy_ha": -327.4124,
  "homo_energy_ev": -14.5,
  "smiles": "C=[NH+]CCCCO",
  "e_above_lowest_ev": 1.284,
  "total_charge": 1,
  "orbital_gap_ev": 9.7,
  "elements": ["C", "O", "C", "C", "C", "C", "N", "H", "H", "H", "H", "H", "H", "H", "H", "H", "H", "H", "H"],
  "positions_angstrom": [[-1.3882, 1.1066, 0.7025], [-0.8063, 1.8854, -0.3919], [-0.3021, 0.2211, 1.2832], [-0.0989, -1.1959, 0.7396], [-0.0339, -1.2009, -0.7789], [2.1053, -0.2176, -1.1132], [0.8521, -0.0793, -1.2769], [-1.5696, 1.8434, 1.4802], [-2.3199, 0.6702, 0.3390], [-1.5452, 2.2233, -0.9168], [-0.5847, 0.1197, 2.3394], [0.6106, 0.8169, 1.3857], [0.6176, -1.8104, 1.2771], [-1.0701, -1.6738, 0.9202], [0.5071, -2.0598, -1.1611], [-0.9517, -1.1289, -1.3452], [2.7312, 0.6437, -1.3433], [2.5960, -1.0708, -0.6636], [0.6506, 0.9072, -1.4760]],
  "forces_ev_per_angstrom": [[1.0, 1.2, -0.5], [-0.4, -0.5, -0.4], [-0.1, -0.3, 1.5], [-2.3, 0.6, -0.4], [1.3, 0.4, -0.9], [0.6, 1.0, 0.0], [1.8, -0.6, 0.8], [-0.6, -0.1, 0.1], [0.1, -0.4, 0.4], [0.3, 0.2, 0.1], [0.0, -0.3, -0.1], [0.1, 0.0, -0.5], [0.5, 0.3, -0.3], [0.2, -0.3, 0.2], [-0.2, -0.4, 0.0], [-0.4, 0.1, 0.4], [0.0, -0.2, -0.1], [-0.3, -0.4, -0.2], [-1.5, -0.4, 0.0]]
}